# 1
# C15H29ORhS

A molecular structure, C15H29ORhS at a distorted geometry (ωB97M-V with the def2-TZVPD basis set, the OMol25 dataset).

## Properties
Net charge = +2
⟨S²⟩ = 6.011
Spin multiplicity = 5
Maximum force = 5.71 eV Å⁻¹
E_LUMO (alpha / beta) = -0.237 / -0.400 hartree
Kohn-Sham gap (alpha / beta) = 0.2829 / 0.1999 hartree
Energy above the lowest of the compared OMol25 structures with the same formula, charge and spin = 104.50 kJ/mol

XYZ file:
```
47
C15H29ORhS (ωB97M-V with the def2-TZVPD basis set)
C -1.99 0.71 0.63
H -2.20 -0.20 1.22
H -2.19 1.50 1.43
H 0.17 1.31 1.68
C -2.83 1.11 -0.53
H -2.30 1.94 -1.07
H -2.88 0.31 -1.27
C -4.20 1.65 -0.16
H -4.76 1.64 -1.09
H -4.80 1.09 0.57
H -4.11 2.67 0.19
C 1.86 0.18 -0.68
C 1.16 1.15 -1.48
C 0.87 2.31 -0.66
C 1.43 2.06 0.64
C 2.05 0.75 0.60
C 2.62 0.05 1.79
C 1.40 3.05 1.76
C 0.10 3.50 -1.06
C 0.63 0.91 -2.84
C 2.25 -1.17 -1.14
Rh -0.04 0.65 0.28
H 1.76 2.54 2.69
H 1.99 3.94 1.54
H 0.35 3.33 1.90
H 2.34 0.56 2.73
H 2.22 -0.98 1.84
H 3.71 0.00 1.72
H 1.61 -1.46 -1.98
H 3.28 -1.23 -1.46
H 2.08 -1.91 -0.37
H -0.25 1.54 -3.03
H 1.38 1.09 -3.61
H 0.30 -0.14 -2.91
H -0.88 3.47 -0.57
H 0.60 4.44 -0.79
H -0.03 3.47 -2.15
C -1.31 -4.15 0.14
S -1.06 -2.58 0.96
C 0.46 -2.97 1.88
O -0.59 -1.66 -0.21
H -1.82 -4.84 0.82
H -0.35 -4.55 -0.19
H -1.95 -3.92 -0.72
H 1.24 -2.90 1.12
H 0.56 -2.20 2.66
H 0.45 -3.96 2.35
```



# 2
# C15H30BBrNO8

3 unconnected molecules or ions with the total composition C15H30BBrNO8 at a distorted geometry (ωB97M-V with the def2-TZVPD basis set, the OMol25 dataset).

## Properties
Net charge = -1
Maximum force = 3.66 eV Å⁻¹
E_LUMO = 0.094 hartree
Kohn-Sham gap = 0.2715 hartree

XYZ file:
```
56
C15H30BBrNO8 (ωB97M-V with the def2-TZVPD basis set)
C 3.79 1.21 0.23
C 3.13 2.27 -0.57
O 3.55 2.58 -1.62
O 2.05 2.84 -0.05
C 0.84 2.40 -0.73
C 0.50 1.05 -0.14
C -0.95 0.67 -0.23
C -1.32 -0.55 0.65
B -0.14 -1.65 0.86
Br -0.70 -2.91 2.43
C 0.05 -2.53 -0.50
O 1.41 -2.54 -1.04
N 2.33 -3.01 -0.16
O 3.42 -2.69 -0.45
H 4.15 0.48 -0.45
H 3.12 0.77 0.94
H 4.65 1.66 0.70
H 1.03 2.31 -1.78
H 0.08 3.13 -0.55
H 1.06 0.31 -0.68
H 0.82 1.01 0.88
H -1.57 1.49 0.06
H -1.16 0.44 -1.26
H -2.13 -1.05 0.13
H -1.75 -0.22 1.56
H 0.93 -1.18 1.19
H -0.33 -3.53 -0.38
H -0.54 -2.09 -1.28
O -3.81 -1.59 2.91
C -4.03 -0.97 3.90
O -3.16 0.00 4.28
C -3.41 0.89 5.36
C -3.01 0.29 6.69
C -5.22 -1.30 4.80
H -4.45 1.23 5.35
H -2.79 1.76 5.15
H -3.60 -0.60 6.93
H -3.16 1.02 7.50
H -1.97 -0.01 6.67
H -4.95 -2.13 5.44
H -6.04 -1.60 4.16
H -5.56 -0.47 5.41
O -0.68 0.57 -4.92
C 0.49 0.29 -4.89
O 1.39 1.30 -4.89
C 2.80 1.12 -4.69
C 3.49 0.73 -5.97
C 0.97 -1.13 -4.94
H 2.99 0.41 -3.88
H 3.16 2.08 -4.34
H 3.13 -0.23 -6.35
H 4.57 0.66 -5.82
H 3.30 1.48 -6.75
H 0.98 -1.46 -5.98
H 0.28 -1.75 -4.38
H 1.95 -1.29 -4.50
```



# 3
# C15H30Cl6O9

6 unconnected molecules or ions with the total composition C15H30Cl6O9 at a distorted geometry (ωB97M-V with the def2-TZVPD basis set, the OMol25 dataset).

## Properties
SMILES string = CCOC(=O)OC.CCOC(=O)OC.CCOC(=O)OC.ClCCl.ClCCl.ClCCl
Maximum force = 3.76 eV Å⁻¹
E_LUMO = 0.019 hartree
Kohn-Sham gap = 0.4024 hartree
Energy above the lowest of the compared OMol25 structures with the same formula, charge and spin = 135.77 kJ/mol

XYZ file:
```
60
C15H30Cl6O9 (ωB97M-V with the def2-TZVPD basis set)
C -3.34 -1.35 2.07
C -2.28 -1.94 2.97
O -1.40 -2.81 2.39
C -0.65 -3.66 3.12
O -0.36 -3.66 4.24
O -0.13 -4.57 2.25
C 0.88 -5.51 2.55
H -3.79 -0.55 2.66
H -4.07 -2.15 1.93
H -3.02 -1.06 1.07
H -2.79 -2.40 3.81
H -1.67 -1.13 3.37
H 0.68 -6.00 3.50
H 1.84 -5.00 2.65
H 1.03 -6.23 1.75
C 5.27 2.14 -0.86
C 3.88 2.59 -1.20
O 3.45 3.32 -0.06
C 2.10 3.51 0.07
O 1.26 2.96 -0.66
O 1.85 4.44 1.00
C 0.53 4.91 1.19
H 5.95 2.96 -1.14
H 5.59 1.34 -1.52
H 5.51 1.97 0.19
H 3.28 1.75 -1.54
H 3.80 3.21 -2.09
H 0.10 5.57 0.43
H 0.64 5.43 2.14
H -0.17 4.10 1.38
C 1.01 -0.66 -2.23
C 0.29 -1.91 -1.75
O -0.85 -2.20 -2.48
C -1.01 -3.38 -3.14
O -0.24 -4.33 -3.12
O -2.22 -3.38 -3.79
C -2.55 -4.44 -4.59
H 2.00 -0.51 -1.80
H 0.47 0.27 -2.08
H 1.19 -0.89 -3.28
H -0.07 -1.80 -0.73
H 1.01 -2.73 -1.71
H -3.20 -4.18 -5.43
H -3.06 -5.22 -4.02
H -1.71 -4.86 -5.15
Cl 0.58 -0.54 5.03
C -0.41 0.89 4.83
Cl 0.68 2.21 4.67
H -1.11 0.93 3.99
H -0.87 1.02 5.81
Cl -2.37 5.10 -2.24
C -0.85 4.83 -3.08
Cl 0.61 5.56 -2.37
H -0.74 3.75 -3.15
H -0.97 5.14 -4.12
Cl -3.56 1.51 -0.70
C -1.80 1.90 -0.42
Cl -1.17 1.11 1.04
H -1.29 1.67 -1.36
H -1.76 2.98 -0.30
```



# 4
# C15H30ClNOP2Ti

A molecular structure, C15H30ClNOP2Ti at a distorted geometry (ωB97M-V with the def2-TZVPD basis set, the OMol25 dataset).

## Properties
Maximum force = 5.70 eV Å⁻¹
E_LUMO (alpha / beta) = 0.008 / 0.012 hartree
Kohn-Sham gap (alpha / beta) = 0.1764 / 0.1861 hartree

XYZ file:
```
51
C15H30ClNOP2Ti (ωB97M-V with the def2-TZVPD basis set)
Ti -0.77 1.51 -0.91
P -1.16 -1.94 2.75
P 1.22 2.94 -1.23
N -0.47 0.22 -2.06
H -0.62 -0.79 3.53
C -2.83 -1.62 2.16
H -3.53 -1.58 3.01
H -3.13 -2.44 1.50
H -2.86 -0.68 1.60
C -1.21 -3.21 4.02
H -2.23 -3.59 4.13
H -0.87 -2.79 4.98
H -0.55 -4.04 3.74
C -0.10 -2.50 1.40
H 0.87 -2.80 1.79
H 0.02 -1.69 0.67
H -0.58 -3.35 0.90
C 0.78 4.44 -2.16
H 1.28 4.42 -3.14
H 1.09 5.32 -1.60
H -0.31 4.46 -2.31
C 2.17 3.56 0.19
H 2.20 4.65 0.16
H 3.19 3.15 0.15
H 1.68 3.24 1.12
C 2.46 2.11 -2.27
H 2.60 2.69 -3.19
H 2.10 1.10 -2.52
H 3.40 2.03 -1.72
C -0.22 -0.86 -2.80
C -0.83 -2.33 -4.66
C -1.08 -1.20 -3.89
C 0.90 -1.71 -2.53
C 1.14 -2.84 -3.31
C 0.28 -3.15 -4.37
H -1.50 -2.58 -5.49
H -1.93 -0.55 -4.08
H 1.55 -1.45 -1.69
H 2.00 -3.47 -3.09
H 0.46 -4.05 -4.98
C -0.49 0.28 2.44
O -0.73 0.57 1.02
C -1.35 1.28 3.22
H -1.13 2.30 2.88
H -1.16 1.23 4.30
H -2.41 1.09 3.04
C 1.01 0.44 2.66
H 1.33 1.46 2.38
H 1.55 -0.27 2.04
H 1.29 0.28 3.71
Cl -2.53 2.71 -1.49
```



# 5
# C15H30ClNOP2Zr

A molecular structure, C15H30ClNOP2Zr at a distorted geometry (ωB97M-V with the def2-TZVPD basis set, the OMol25 dataset).

## Properties
Maximum force = 5.22 eV Å⁻¹
E_LUMO = 0.008 hartree
Kohn-Sham gap = 0.2151 hartree

XYZ file:
```
51
C15H30ClNOP2Zr (ωB97M-V with the def2-TZVPD basis set)
Zr -0.77 1.48 -0.46
P -1.05 -2.79 -1.18
P -0.58 2.75 2.01
N 1.25 1.54 -0.75
H -2.94 -3.07 0.06
C -1.16 -2.08 -2.85
H -1.99 -2.54 -3.39
H -0.24 -2.18 -3.44
H -1.37 -1.02 -2.69
C -1.10 -4.61 -1.50
H -1.34 -4.85 -2.55
H -1.87 -5.07 -0.87
H -0.14 -5.09 -1.26
C 0.55 -2.58 -0.35
H 0.56 -3.17 0.58
H 0.63 -1.51 -0.11
H 1.41 -2.88 -0.96
C -1.14 4.49 2.17
H -0.32 5.14 2.51
H -1.99 4.55 2.86
H -1.47 4.81 1.17
C -1.41 1.93 3.42
H -2.22 2.57 3.80
H -0.69 1.71 4.22
H -1.84 0.99 3.05
C 1.16 2.85 2.57
H 1.46 3.89 2.73
H 1.75 2.41 1.76
H 1.30 2.27 3.49
C 2.52 1.39 -1.01
C 4.52 1.66 -2.42
C 3.21 2.00 -2.13
C 3.28 0.45 -0.21
C 4.59 0.13 -0.53
C 5.22 0.74 -1.63
H 5.01 2.11 -3.29
H 2.64 2.68 -2.77
H 2.75 -0.06 0.62
H 5.12 -0.61 0.08
H 6.24 0.48 -1.86
C -2.44 -2.20 -0.11
O -1.51 -0.16 -0.55
C -3.61 -1.38 -0.71
H -3.80 -0.50 -0.08
H -4.52 -2.00 -0.65
H -3.48 -1.05 -1.75
C -2.15 -1.82 1.37
H -2.61 -0.85 1.58
H -1.09 -1.81 1.65
H -2.67 -2.55 2.02
Cl -1.65 3.41 -1.66
```



# 6
# C15H30F2HfO5

A molecular structure, C15H30F2HfO5 at a distorted geometry (ωB97M-V with the def2-TZVPD basis set, the OMol25 dataset).

## Properties
Net charge = +2
Maximum force = 12.10 eV Å⁻¹
E_LUMO = -0.366 hartree
Kohn-Sham gap = 0.1394 hartree
Energy above the lowest of the compared OMol25 structures with the same formula, charge and spin = 0.00 kJ/mol

XYZ file:
```
53
C15H30F2HfO5 (ωB97M-V with the def2-TZVPD basis set)
Hf -1.40 -1.39 -0.95
F -0.80 -2.56 0.84
F 0.01 0.03 -0.03
C -2.48 0.74 2.65
C -3.30 -0.11 1.75
O -2.79 -0.61 0.72
C -4.71 -0.44 2.12
H -2.78 1.79 2.51
H -1.43 0.79 2.34
H -2.49 0.43 3.69
H -5.27 0.50 2.04
H -4.75 -0.86 3.12
H -5.12 -1.13 1.38
C 2.07 -2.11 2.53
C 1.70 -1.28 3.72
O 2.57 -1.01 4.50
C 0.22 -1.03 4.01
H 3.14 -2.04 2.32
H 1.54 -1.79 1.62
H 1.81 -3.16 2.69
H -0.02 -1.61 4.91
H -0.35 -1.44 3.18
H -0.08 -0.02 4.27
C -3.89 2.81 -1.64
C -2.58 2.27 -1.18
O -2.20 1.12 -1.39
C -1.61 3.28 -0.61
H -4.49 3.38 -0.94
H -4.49 1.93 -1.89
H -3.62 3.29 -2.58
H -1.12 3.77 -1.45
H -0.86 2.67 -0.10
H -2.06 4.09 -0.05
C 1.45 2.29 -2.36
C 2.13 1.49 -3.44
O 1.47 0.98 -4.31
C 3.62 1.22 -3.29
H 1.60 1.76 -1.42
H 0.37 2.42 -2.50
H 1.86 3.30 -2.35
H 4.21 2.09 -3.60
H 3.93 0.38 -3.92
H 3.88 0.93 -2.27
C 3.24 -1.63 -0.97
C 2.16 -2.53 -1.43
O 0.97 -2.17 -1.42
C 2.51 -3.93 -1.95
H 3.81 -2.08 -0.15
H 2.75 -0.71 -0.64
H 3.89 -1.35 -1.80
H 1.69 -4.40 -2.48
H 2.82 -4.58 -1.13
H 3.30 -3.80 -2.69
```



# 7
# C15H30N2NaO7P2SSb

A molecular structure, C15H30N2NaO7P2SSb (ωB97M-V with the def2-TZVPD basis set, the OMol25 dataset).

## Properties
Maximum force = 0.21 eV Å⁻¹
E_LUMO = 0.006 hartree
Kohn-Sham gap = 0.3075 hartree
Energy above the lowest of the compared OMol25 structures with the same formula, charge and spin = 18.39 kJ/mol

XYZ file:
```
59
C15H30N2NaO7P2SSb (ωB97M-V with the def2-TZVPD basis set)
Na -0.72 0.35 0.08
C -1.81 4.48 1.66
C -0.49 3.87 1.19
O 0.56 4.86 1.18
P 0.07 2.59 2.35
O -0.07 3.16 3.84
O 1.65 2.50 2.14
O -0.67 1.32 2.24
P -0.72 3.30 -0.65
O 0.65 2.32 -0.52
O -1.99 2.33 -0.34
O -1.55 1.90 -1.71
H -1.65 5.07 2.56
H -2.54 3.70 1.88
H -2.22 5.12 0.88
H 0.47 5.38 0.37
H 0.57 3.86 4.03
H 1.90 3.00 1.36
H 0.92 2.06 -1.41
N -3.37 0.22 1.33
C -3.35 -0.54 0.21
S -2.43 -1.95 0.16
N -4.06 -0.05 -0.82
C -4.18 -0.64 -2.11
C -4.71 -1.92 -2.26
C -4.85 -2.46 -3.53
C -4.48 -1.72 -4.65
C -3.97 -0.44 -4.49
C -3.81 0.10 -3.23
H -2.69 0.01 2.04
H -3.66 1.18 1.27
H -4.29 0.93 -0.78
H -4.99 -2.48 -1.38
H -5.25 -3.45 -3.64
H -4.60 -2.14 -5.64
H -3.68 0.14 -5.36
H -3.38 1.08 -3.08
C 3.45 -3.58 2.28
C 2.44 -2.43 2.36
Sb 2.01 -1.35 0.54
C 3.77 -0.10 0.42
C 5.05 -0.58 1.10
C 2.53 -2.87 -0.91
C 4.01 -3.07 -1.24
H 3.53 -4.09 3.24
H 4.44 -3.23 2.01
H 3.15 -4.32 1.53
H 2.77 -1.68 3.09
H 1.48 -2.80 2.72
H 3.45 0.86 0.85
H 3.95 0.09 -0.64
H 4.88 -0.79 2.16
H 5.84 0.17 1.04
H 5.43 -1.50 0.65
H 1.98 -2.60 -1.82
H 2.08 -3.79 -0.55
H 4.47 -2.14 -1.57
H 4.13 -3.80 -2.04
H 4.57 -3.42 -0.38
```



# 8
# C15H31BF4NiP2

A molecular structure, C15H31BF4NiP2 at a distorted geometry (ωB97M-V with the def2-TZVPD basis set, the OMol25 dataset).

## Properties
⟨S²⟩ = 2.014
Spin multiplicity = 3
Maximum force = 3.75 eV Å⁻¹
E_LUMO (alpha / beta) = -0.051 / -0.091 hartree
Kohn-Sham gap (alpha / beta) = 0.2246 / 0.1852 hartree
Energy above the lowest of the compared OMol25 structures with the same formula, charge and spin = 0.00 kJ/mol

XYZ file:
```
54
C15H31BF4NiP2 (ωB97M-V with the def2-TZVPD basis set)
P -0.19 -2.87 -3.08
P 0.31 -0.66 -2.53
C -0.51 -2.07 -4.68
C 0.26 -0.75 -4.42
H -1.57 -1.89 -4.91
H -0.09 -2.76 -5.44
H 1.27 -0.88 -4.85
H -0.21 0.13 -4.89
C -1.25 0.22 -2.27
H -1.13 0.86 -1.39
H -2.10 -0.44 -2.08
H -1.44 0.84 -3.16
C 1.55 0.61 -2.19
H 1.78 1.20 -3.09
H 2.50 0.24 -1.78
H 1.16 1.30 -1.44
C -1.17 -4.24 -2.48
H -0.73 -4.62 -1.52
H -1.12 -4.99 -3.27
H -2.21 -4.01 -2.27
C 1.66 -3.10 -2.98
H 2.15 -2.14 -3.21
H 1.85 -3.83 -3.76
H 2.12 -3.46 -2.04
Ni 0.33 -3.18 -1.16
C 0.38 3.48 3.77
C -0.88 3.72 3.40
C -1.47 3.51 2.04
C -1.95 2.06 1.69
C -0.90 1.19 1.07
C 0.41 1.48 1.13
C 1.18 2.71 1.41
C 1.52 3.09 2.86
C 0.76 -4.33 0.34
H 0.65 3.51 4.83
H -1.64 3.95 4.16
H -0.81 3.90 1.26
H -2.39 4.10 2.01
H -2.26 1.60 2.63
H -2.83 2.12 1.02
H -1.29 0.29 0.58
H 1.07 0.66 0.77
H 0.70 3.56 0.95
H 2.14 2.62 0.86
H 2.01 2.23 3.36
H 2.22 3.95 2.82
H 1.59 -3.84 0.85
H 1.11 -5.34 0.08
H -0.06 -4.43 1.06
F -1.30 2.08 5.68
B -0.50 0.93 5.99
F -1.22 -0.23 5.68
F 0.72 0.96 5.21
F -0.16 0.99 7.38
```



# 9
# C15H31BF4P2Sn

A molecular structure, C15H31BF4P2Sn at a distorted geometry (ωB97M-V with the def2-TZVPD basis set, the OMol25 dataset).

## Properties
Maximum force = 2.48 eV Å⁻¹
E_LUMO = 0.005 hartree
Kohn-Sham gap = 0.2826 hartree
Energy above the lowest of the compared OMol25 structures with the same formula, charge and spin = 0.00 kJ/mol

XYZ file:
```
54
C15H31BF4P2Sn (ωB97M-V with the def2-TZVPD basis set)
P 0.07 1.90 -0.74
P 0.66 -0.09 2.57
C 0.57 0.15 -0.34
C -0.03 -0.52 0.93
H 1.67 0.08 -0.36
H 0.24 -0.45 -1.20
H -1.13 -0.47 0.92
H 0.29 -1.56 1.06
C 2.41 -0.60 2.47
H 2.87 -0.28 3.41
H 2.92 -0.08 1.64
H 2.54 -1.70 2.34
C -0.26 -1.14 3.75
H -0.09 -2.22 3.58
H -1.33 -0.92 3.71
H 0.12 -0.85 4.74
C 1.11 2.73 -1.97
H 1.08 3.81 -1.77
H 0.77 2.58 -3.01
H 2.15 2.39 -1.89
C -1.69 2.12 -1.24
H -2.34 1.49 -0.62
H -1.84 1.87 -2.30
H -1.95 3.18 -1.09
Sn -0.76 2.12 1.80
C -1.13 -2.64 -0.65
C 0.21 -2.76 -0.83
C 0.88 -2.94 -2.15
C 0.24 -2.20 -3.35
C -0.41 -0.86 -3.05
C -1.72 -0.70 -2.78
C -2.69 -1.80 -2.51
C -2.11 -3.00 -1.74
C 0.34 4.03 1.64
H -1.60 -2.51 0.33
H 0.92 -2.92 -0.01
H 0.93 -4.01 -2.42
H 1.92 -2.60 -2.04
H 1.04 -2.04 -4.09
H -0.52 -2.87 -3.81
H 0.23 0.01 -3.30
H -2.21 0.26 -2.95
H -3.10 -2.20 -3.46
H -3.53 -1.37 -1.95
H -2.97 -3.52 -1.27
H -1.64 -3.71 -2.44
H 0.04 4.63 2.52
H 0.02 4.53 0.72
H 1.43 3.93 1.68
F 2.03 2.29 3.07
B 1.51 2.77 4.35
F 0.05 2.50 4.28
F 2.04 2.02 5.38
F 1.74 4.14 4.45
```